Record 1
The following is a DFT calculation (wB97M-V/def2-TZVPD) of a structure of composition C10H14BBrCuN6 at a distorted geometry.

The geometry in XYZ format:
```
33
Properties=species:S:1:pos:R:3:forces:R:3
H -4.058 1.225 -1.460 0.091 -0.393 -0.492
N -2.054 0.654 -1.376 -0.919 -0.831 0.449
B 0.207 -0.704 -1.400 0.785 -1.158 -0.313
N -1.338 -0.496 -1.677 -0.532 1.663 -0.403
C -2.129 -1.289 -2.437 0.157 0.342 0.879
Cu -1.669 2.480 -0.640 1.600 -2.579 0.303
H -1.661 -2.199 -2.827 -0.619 0.372 0.163
C -3.413 -0.734 -2.499 0.028 0.056 0.507
H -4.315 -1.186 -2.893 0.320 0.128 -0.109
C -3.327 0.477 -1.775 1.146 -0.809 -0.388
H 0.625 -1.218 -2.397 0.106 -0.133 -0.197
C 0.577 1.130 4.958 0.889 0.335 -0.514
H 0.944 2.094 5.304 0.053 -0.020 0.097
H 0.293 1.232 3.920 -0.119 -0.033 -0.271
H 1.362 0.381 5.033 0.032 0.017 0.058
N 0.663 -1.737 -0.248 -0.598 0.033 1.308
N 0.887 0.713 -1.353 -0.930 1.411 -0.611
N 0.251 -1.455 1.051 0.576 -0.599 -0.355
N 0.247 1.881 -1.015 0.506 0.476 0.877
C 1.401 -2.933 -0.238 -0.612 0.645 1.001
C 2.113 1.037 -1.826 -0.708 0.258 0.900
H 1.819 -3.416 -1.127 -0.298 0.553 0.309
H 2.696 0.225 -2.234 0.304 0.255 0.117
C 1.464 -3.385 1.091 -0.456 0.923 -0.522
C 2.329 2.407 -1.637 -0.355 -0.218 0.443
C 0.720 -2.422 1.851 0.420 0.267 -1.510
C 1.124 2.897 -1.089 0.102 -1.331 -0.338
H 1.980 -4.251 1.507 -0.211 0.298 -0.448
H 3.250 2.948 -1.736 0.047 0.015 -0.295
H 0.585 -2.385 2.937 -0.125 0.040 -0.625
H 0.805 3.853 -0.673 0.392 -0.159 -0.466
H -0.263 0.837 5.531 -0.860 -0.306 0.605
Br -2.114 3.338 1.373 -0.212 0.484 -0.159
```
Forces are in eV/Å.

**Frontier orbital gap (spin up / spin down)**: 0.3078 / 0.2151 hartree
**HOMO level (spin up / spin down)**: -8.67 / -8.67 eV
**Spin multiplicity**: 2
**F_max**: 3.05 eV Å⁻¹

Record 2
The following is a DFT calculation (wB97M-V/def2-TZVPD) of a structure of composition C10H14BClN6Zr at a distorted geometry.

The geometry in XYZ format:
```
33
Properties=species:S:1:pos:R:3:forces:R:3
C 2.874 -0.239 1.269 -0.933 -0.183 -1.644
N 1.638 -0.279 0.678 -0.526 0.399 1.536
N 1.759 -0.004 -0.659 -0.084 -0.212 -0.482
C 3.071 0.027 -0.959 -0.533 0.227 0.530
C 3.799 -0.091 0.233 0.232 0.042 0.071
B 0.509 0.197 -1.610 0.817 -1.015 -0.606
N -0.560 -0.873 -1.211 0.502 0.286 -0.139
N -1.028 -1.112 0.074 -0.234 -0.272 1.662
C -1.893 -2.184 -0.006 0.973 0.636 -0.703
C -1.903 -2.635 -1.322 -0.561 -0.595 0.257
C -1.058 -1.807 -2.035 0.199 0.617 0.149
Zr -0.002 -0.706 2.023 4.661 6.211 -6.399
N -0.134 1.633 -1.483 0.134 2.310 -3.908
N -0.613 1.884 -0.234 -1.779 1.869 3.132
C -1.164 3.079 -0.205 0.468 -1.253 0.495
C -1.056 3.673 -1.494 -0.806 0.563 2.019
C -0.397 2.701 -2.281 2.415 -5.202 -0.114
H -1.596 3.479 0.687 -0.234 0.278 0.321
H -0.118 2.694 -3.311 0.117 0.207 -0.667
H -1.399 4.633 -1.771 -0.360 1.125 -0.546
H 0.854 0.059 -2.751 -0.136 -0.076 0.345
H -0.755 -1.830 -3.075 -0.166 -0.028 0.020
H 3.388 0.126 -1.989 0.192 0.137 0.097
H -2.440 -3.483 -1.713 -0.123 -0.103 -0.018
H 4.862 -0.064 0.338 0.492 0.001 -0.022
H -2.400 -2.586 0.865 -0.048 0.091 -0.363
H 2.967 -0.308 2.354 0.386 -0.078 -0.237
H -1.787 -0.622 2.691 -0.471 -0.807 1.255
C -1.454 -1.537 3.330 -1.518 -0.776 1.622
H -1.968 -2.412 2.886 0.172 -0.007 0.970
H -0.295 -1.768 3.448 -2.421 -1.092 1.787
H -1.728 -1.205 4.337 -0.542 -0.675 0.191
Cl 0.026 1.559 2.896 -0.286 -2.623 -0.612
```
Forces are in eV/Å.

**Frontier orbital gap (spin up / spin down)**: 0.1258 / 0.1228 hartree
**HOMO level (spin up / spin down)**: -23.13 / -23.09 eV
**Charge**: +4
**F_max**: 10.06 eV Å⁻¹

Record 3
The following is a DFT calculation (wB97M-V/def2-TZVPD) of a structure of composition C10H14BIN6Pt at a distorted geometry.

The geometry in XYZ format:
```
33
Properties=species:S:1:pos:R:3:forces:R:3
H -0.387 1.862 1.193 -0.011 0.030 -0.143
N -0.071 0.993 -0.704 0.942 2.530 0.779
B 0.611 0.452 -3.111 -1.032 0.504 0.698
N 0.452 1.416 -1.894 -0.383 0.179 1.010
C 0.773 2.721 -1.766 -0.213 -0.094 0.368
Pt -0.937 -0.778 -0.195 2.244 -2.167 2.351
H 1.169 3.257 -2.613 0.061 0.063 0.068
C 0.465 3.134 -0.473 0.263 0.315 -0.298
H 0.577 4.118 -0.053 0.100 0.062 -0.092
C -0.044 2.017 0.181 0.282 -0.690 -1.688
H 0.778 1.096 -4.105 0.063 -0.224 -0.081
C -2.741 -0.562 0.749 -1.187 0.936 0.859
H -3.020 0.494 0.612 -0.287 -0.299 0.153
H -2.600 -0.778 1.817 -0.291 -0.004 -0.323
H -3.494 -1.216 0.294 0.058 0.089 0.257
N -0.739 -0.334 -3.147 -0.982 -0.517 0.576
N 1.829 -0.466 -2.845 0.540 -0.594 0.552
N -1.460 -0.717 -2.024 -2.153 -0.624 -4.348
N 1.894 -1.118 -1.656 1.136 -0.003 -0.805
C -1.520 -0.553 -4.224 -0.378 -0.189 0.335
C 3.006 -0.663 -3.482 -0.649 -0.138 0.728
H -1.156 -0.299 -5.204 -0.079 0.006 -0.093
H 3.181 -0.214 -4.450 -0.049 -0.095 0.171
C -2.735 -1.084 -3.805 0.060 0.081 -0.590
C 3.815 -1.464 -2.677 -0.284 0.125 0.038
C -2.674 -1.176 -2.425 2.028 0.952 -0.348
C 3.077 -1.719 -1.517 -0.067 0.313 -0.615
H -3.582 -1.351 -4.402 -0.081 -0.039 -0.320
H 4.801 -1.819 -2.904 0.106 0.013 0.008
H -3.386 -1.484 -1.679 0.011 -0.088 -0.169
H 3.335 -2.260 -0.619 -0.178 -0.004 -0.057
H 1.094 -1.113 -0.997 -0.168 -0.081 0.202
I 0.457 -1.644 1.782 0.577 -0.349 0.817
```
Forces are in eV/Å.

**Frontier orbital gap (spin up / spin down)**: 0.2196 / 0.2697 hartree
**HOMO level (spin up / spin down)**: -5.59 / -7.44 eV
**Spin multiplicity**: 3
**F_max**: 4.89 eV Å⁻¹

Record 4
The following is a DFT calculation (wB97M-V/def2-TZVPD) of a structure of composition C10H14BN7O3Pd at a distorted geometry.

The geometry in XYZ format:
```
36
Properties=species:S:1:pos:R:3:forces:R:3
C -0.990 2.683 0.330 1.260 -0.069 0.098
N -0.354 1.506 0.387 -0.329 -0.309 0.016
N 0.946 1.680 -0.009 0.408 -0.633 0.584
C 1.170 3.009 -0.190 -1.179 -0.309 0.227
C -0.036 3.674 0.027 0.339 -0.666 -0.228
B 1.892 0.481 -0.383 -0.448 1.746 -0.308
N 1.883 -0.522 0.817 2.063 -0.497 0.847
N 0.728 -0.905 1.488 0.022 -1.575 1.543
C 1.067 -1.868 2.353 -0.795 0.244 -0.276
C 2.457 -1.972 2.405 -0.432 -1.468 1.410
C 2.946 -1.104 1.435 -1.494 2.427 -2.608
Pd -1.241 -0.165 1.308 3.944 6.963 -5.618
N 1.323 -0.153 -1.704 1.157 -0.477 -1.738
N 0.020 -0.534 -1.582 -1.531 -1.072 -0.318
C -0.406 -0.992 -2.741 0.209 0.392 0.740
C 0.655 -0.942 -3.673 -2.042 -0.760 -1.007
C 1.731 -0.393 -2.972 1.597 1.439 3.237
H -1.423 -1.331 -2.832 -0.057 -0.059 -0.216
H 2.742 -0.162 -3.276 -0.036 -0.056 -0.137
H 0.594 -1.272 -4.701 0.310 0.062 0.035
H 2.985 0.888 -0.593 0.214 -0.157 0.176
H 3.958 -0.848 1.157 0.011 -0.093 -0.100
H 2.153 3.357 -0.452 -0.002 0.107 -0.117
H 3.034 -2.595 3.074 0.011 0.047 -0.032
H -0.220 4.722 -0.035 -0.019 0.396 -0.095
H 0.310 -2.441 2.890 0.405 0.458 0.035
H -2.065 2.751 0.459 0.187 -0.011 0.207
H -1.881 -1.993 0.561 -0.279 -0.120 0.458
C -2.197 -1.809 1.615 -1.450 -3.262 -0.389
H -1.773 -2.617 2.179 -0.276 -0.462 0.515
H -2.017 -0.870 2.397 -1.132 -1.473 1.123
H -3.273 -1.803 1.549 -0.460 -0.177 0.345
O -4.614 -0.198 -0.448 1.629 1.218 0.218
N -3.723 0.643 -0.308 -2.673 1.010 0.301
O -3.913 1.850 -0.046 0.433 -2.198 -0.396
O -2.465 0.247 -0.486 0.433 -0.609 1.469
```
Forces are in eV/Å.

**Frontier orbital gap (spin up / spin down)**: 0.2368 / 0.1247 hartree
**HOMO level (spin up / spin down)**: -15.47 / -15.46 eV
**Spin multiplicity**: 3
**Charge**: +2
**F_max**: 9.78 eV Å⁻¹

Record 5
The following is a DFT calculation (wB97M-V/def2-TZVPD) of a structure of composition C10H14BN7O3Ti at a distorted geometry.

The geometry in XYZ format:
```
36
Properties=species:S:1:pos:R:3:forces:R:3
H 3.425 -1.095 -2.142 -0.174 0.115 0.033
N 1.858 0.156 -1.409 3.146 1.493 -2.764
B 0.278 2.335 -0.999 0.135 0.394 0.143
N 1.507 1.531 -1.643 0.871 -1.358 -0.232
C 2.388 2.007 -2.526 0.149 -0.283 -0.066
Ti 0.416 -0.123 -0.236 -0.328 -3.031 4.351
H 2.303 3.030 -2.853 0.058 0.034 -0.053
C 3.317 1.026 -2.890 -0.325 0.065 0.242
H 4.126 1.135 -3.595 -0.068 0.008 0.117
C 2.965 -0.115 -2.170 -1.518 1.261 0.641
H 0.297 3.441 -1.510 -0.138 -0.553 0.321
C -1.561 -3.646 2.725 -1.489 1.477 0.502
H -2.035 -4.631 2.846 0.509 0.093 -0.343
H -2.263 -2.994 2.185 -0.333 -0.110 0.304
H -1.424 -3.221 3.727 -0.130 -0.042 0.098
N 0.437 2.445 0.566 0.027 -0.197 0.735
N -1.070 1.593 -1.337 -0.925 -0.859 -0.216
N 0.510 1.313 1.364 0.013 0.604 0.136
N -1.289 0.226 -1.068 -2.588 1.203 -1.525
C 0.459 3.540 1.354 0.132 -0.451 0.197
C -2.179 2.088 -1.903 -0.233 -0.529 -0.086
H 0.398 4.528 0.909 0.048 -0.228 0.206
H -2.235 3.126 -2.212 0.037 -0.206 0.104
C 0.568 3.128 2.687 -0.055 -0.114 -0.608
C -3.133 1.069 -2.022 0.332 0.072 0.039
C 0.589 1.724 2.656 -0.096 0.591 -1.591
C -2.548 -0.085 -1.499 1.464 1.422 0.258
H 0.639 3.767 3.549 -0.062 -0.016 0.022
H -4.115 1.150 -2.454 -0.030 0.071 0.014
H 0.648 1.027 3.481 0.017 -0.022 -0.275
H -2.926 -1.093 -1.408 0.077 0.111 0.039
H -0.155 -4.534 2.074 1.554 -0.335 -0.866
O 0.974 -6.154 1.479 0.468 -0.560 -1.440
N -0.154 -6.679 1.551 -2.099 0.726 2.325
O -0.651 -7.427 0.710 1.475 0.100 -0.857
O -0.366 -3.590 2.013 0.078 -0.945 0.096
```
Forces are in eV/Å.

**Frontier orbital gap (spin up / spin down)**: 0.1409 / 0.1443 hartree
**Energy above the lowest of the compared OMol25 structures with the same formula, charge and spin**: 75.9 kcal per mole
**HOMO level (spin up / spin down)**: -4.77 / -4.77 eV
**Spin multiplicity**: 3
**F_max**: 5.31 eV Å⁻¹

Record 6
The following is a DFT calculation (wB97M-V/def2-TZVPD) of an isolated molecule of C10H14BrNO.

The geometry in XYZ format:
```
27
Properties=species:S:1:pos:R:3:forces:R:3
C 2.016 -0.954 0.157 -0.126 -0.146 0.066
C 0.797 -1.048 -0.720 0.132 -0.001 0.021
C 0.761 -0.141 -1.920 -0.188 -0.181 0.031
C -0.171 -1.870 -0.446 0.262 -0.097 -0.252
C -1.114 -2.758 -0.256 0.145 -0.077 -0.098
C -2.299 -2.596 0.578 -0.142 0.045 0.259
N -2.560 -1.724 1.455 -0.568 -0.229 0.138
C -1.654 -0.659 1.753 0.308 0.237 0.265
C -1.654 0.469 0.751 0.041 0.383 0.055
Br -2.966 0.455 -0.618 0.078 0.139 0.013
C -0.813 1.501 0.835 -0.406 -0.213 -0.303
C -0.829 2.701 -0.061 0.003 -0.029 0.122
O 0.129 1.458 1.834 0.140 0.198 0.151
H 2.038 -1.767 0.878 0.071 -0.025 0.063
H 2.008 -0.011 0.704 0.020 0.066 -0.010
H 2.915 -0.994 -0.454 0.136 0.003 -0.032
H 1.206 0.821 -1.679 0.025 0.145 0.013
H -0.257 0.004 -2.268 -0.093 0.073 -0.065
H 1.337 -0.588 -2.731 0.099 0.046 -0.051
H -1.034 -3.717 -0.756 0.070 -0.062 -0.085
H -3.061 -3.356 0.444 -0.081 -0.169 -0.071
H -0.616 -1.014 1.847 -0.085 0.010 0.045
H -1.961 -0.245 2.724 0.208 -0.039 -0.153
H -0.944 2.409 -1.102 0.029 0.009 -0.036
H 0.091 3.277 0.041 0.071 0.031 -0.018
H -1.672 3.345 0.191 -0.004 0.088 -0.017
H 0.581 2.310 1.893 -0.144 -0.204 -0.053
```
Forces are in eV/Å.

**Frontier orbital gap**: 0.3226 hartree
**Energy above the lowest of the compared OMol25 structures with the same formula, charge and spin**: 6.2 kcal per mole
**HOMO level**: -8.23 eV
**F_max**: 0.63 eV Å⁻¹